[1]
{
  "formula": "C48H41BNO6P2TeTi",
  "method": "the ωB97M-V functional and the def2-TZVPD basis",
  "lumo_ev": [-0.52, -0.50],
  "charge": 0,
  "spin_multiplicity": 2,
  "de_lowest_kj_mol": 121.4,
  "gap_ev": [6.59, 6.59],
  "elements": ["Ti", "Te", "C", "C", "C", "N", "C", "C", "C", "P", "C", "C", "C", "C", "C", "C", "C", "C", "C", "C", "C", "C", "P", "C", "C", "C", "C", "C", "C", "C", "C", "C", "C", "C", "C", "H", "H", "H", "H", "H", "H", "H", "H", "H", "H", "H", "H", "H", "H", "H", "H", "H", "H", "H", "H", "H", "H", "H", "H", "O", "C", "O", "C", "C", "C", "C", "O", "C", "O", "C", "C", "H", "H", "H", "H", "H", "C", "C", "C", "C", "C", "C", "C", "C", "O", "B", "O", "C", "C", "H", "H", "H", "H", "H", "H", "H", "H", "H", "H", "H", "H"],
  "xyz": [[-0.75818, -0.17487, -2.08889], [1.08512, 2.35144, 1.41780], [2.45710, 3.97187, 1.30318], [3.67188, 3.78459, 0.65500], [4.49480, 4.88180, 0.45527], [4.18844, 6.12170, 0.85364], [3.03258, 6.28098, 1.49732], [2.14093, 5.24423, 1.75123], [1.08128, 2.23450, -0.74803], [-0.70758, 2.15955, -1.07308], [-0.80546, 2.37419, -2.92075], [-1.72553, 1.58390, -3.62067], [-1.83667, 1.67346, -5.00806], [-1.02592, 2.55090, -5.69669], [-0.12091, 3.35919, -5.00662], [-0.00441, 3.26351, -3.63394], [-1.38860, 3.74580, -0.49835], [-2.64778, 3.76441, 0.09631], [-3.16977, 4.95647, 0.58458], [-2.43294, 6.12733, 0.47617], [-1.17445, 6.10728, -0.11702], [-0.64866, 4.91901, -0.60077], [1.58266, 0.59156, -1.38611], [2.21104, 1.02619, -3.06821], [2.99610, 2.17036, -3.23095], [3.51819, 2.49877, -4.47002], [3.24660, 1.69720, -5.57545], [2.46977, 0.55957, -5.42748], [1.96440, 0.21614, -4.17505], [3.13536, 0.05574, -0.57373], [4.38627, 0.18254, -1.17850], [5.54360, -0.13516, -0.47747], [5.46854, -0.59368, 0.82892], [4.22749, -0.78612, 1.41708], [3.07100, -0.47790, 0.71594], [3.96894, 2.80276, 0.30208], [5.44842, 4.76539, -0.05245], [2.80118, 7.29344, 1.81696], [1.20951, 5.43815, 2.27037], [-2.48394, 1.02292, -3.06050], [-2.57064, 1.07906, -5.53637], [-1.10746, 2.62500, -6.77428], [0.49860, 4.06140, -5.55159], [0.70694, 3.87775, -3.09563], [-3.20551, 2.84014, 0.18896], [-4.14442, 4.96869, 1.05741], [-2.83510, 7.05708, 0.86084], [-0.59468, 7.02006, -0.19359], [0.34835, 4.89062, -1.02747], [3.18963, 2.79804, -2.36636], [4.13688, 3.38295, -4.57913], [3.64971, 1.95567, -6.54815], [2.27159, -0.07786, -6.28134], [1.41805, -0.70880, -4.06768], [4.46619, 0.52857, -2.19677], [6.50710, -0.02344, -0.95982], [6.37417, -0.81229, 1.38284], [4.15611, -1.17746, 2.42488], [2.11400, -0.66319, 1.17511], [0.22294, -3.81258, -3.37436], [0.05789, -3.11828, -2.41088], [-0.26242, -1.80091, -2.55441], [0.12745, -3.67017, -1.02709], [0.37390, -2.89055, 0.08514], [0.39803, -3.43470, 1.37160], [0.13902, -4.77428, 1.47629], [0.07825, -5.53369, 2.60644], [-0.21923, -6.86722, 2.18121], [-0.34293, -6.85167, 0.75838], [-0.10384, -5.56249, 0.36440], [-0.09188, -5.05203, -0.90087], [0.54857, -1.83909, -0.04010], [0.59864, -2.83294, 2.25054], [-1.15682, -7.19259, 2.63008], [0.59097, -7.53379, 2.47336], [-0.25081, -5.66251, -1.78016], [-2.76733, -4.44104, 5.16575], [-3.60070, -3.23046, 4.71415], [-3.18531, -2.02552, 5.56004], [-5.08923, -3.50637, 4.97051], [-3.37903, -2.98944, 3.21609], [-3.68437, -4.01155, 2.30897], [-3.50972, -3.87708, 0.93422], [-3.01240, -2.67568, 0.48463], [-2.70812, -2.28056, -0.79503], [-2.14194, -0.99776, -0.70066], [-2.17677, -0.60062, 0.65676], [-2.69719, -1.66189, 1.36272], [-2.87386, -1.78113, 2.72542], [-2.85854, -4.58032, 6.24757], [-1.71200, -4.29132, 4.92262], [-3.10176, -5.36025, 4.67849], [-3.34265, -2.25456, 6.61656], [-3.77913, -1.14076, 5.31589], [-2.12638, -1.78704, 5.42527], [-5.26800, -3.65708, 6.03958], [-5.42961, -4.39792, 4.43907], [-5.69716, -2.66210, 4.63454], [-4.07243, -4.95212, 2.68287], [-3.73625, -4.68444, 0.24733], [-2.60772, -0.95458, 3.37219]],
  "forces_ev_per_angstrom": [[0.185, 1.544, -1.110], [0.442, 0.248, -0.464], [-0.100, -0.145, 0.059], [0.037, 0.042, -0.009], [-0.067, 0.154, 0.071], [-0.077, -0.144, 0.028], [0.172, -0.040, -0.061], [-0.019, 0.027, 0.047], [-0.517, -0.529, 0.724], [0.468, 0.831, -0.236], [-0.207, -0.202, 0.122], [0.058, 0.368, 0.061], [-0.130, -0.121, -0.064], [0.032, 0.050, -0.039], [0.051, -0.017, -0.006], [0.151, -0.024, -0.123], [-0.391, -0.250, 0.192], [0.072, 0.071, -0.061], [0.025, -0.015, -0.037], [0.016, -0.022, -0.006], [0.003, -0.004, -0.014], [0.050, 0.068, -0.013], [0.579, 0.838, -0.221], [0.110, -0.111, -0.009], [-0.073, 0.085, 0.028], [-0.019, 0.048, -0.015], [-0.032, -0.005, -0.014], [0.009, -0.002, 0.015], [0.163, 0.111, 0.046], [-0.184, -0.258, 0.151], [0.000, 0.001, 0.111], [-0.040, 0.013, -0.037], [0.033, 0.002, 0.006], [-0.069, -0.025, 0.011], [0.138, -0.044, -0.087], [-0.003, 0.044, -0.016], [-0.046, 0.010, 0.026], [0.002, -0.055, -0.001], [0.018, 0.024, -0.061], [-0.054, -0.157, 0.051], [0.024, -0.037, 0.015], [0.020, 0.002, 0.040], [-0.025, -0.022, 0.012], [0.029, -0.057, -0.002], [-0.018, 0.005, 0.034], [0.032, -0.008, -0.026], [0.018, -0.031, -0.017], [-0.026, -0.038, 0.007], [-0.033, -0.004, 0.052], [-0.050, 0.010, -0.046], [-0.029, -0.049, 0.013], [-0.018, -0.005, 0.050], [-0.013, 0.021, 0.049], [-0.162, -0.123, 0.029], [0.044, 0.029, -0.021], [-0.032, 0.016, 0.009], [-0.048, -0.027, -0.042], [-0.006, 0.014, -0.042], [-0.128, 0.077, 0.107], [0.056, 0.039, -0.260], [-0.249, 0.179, -0.234], [0.665, -2.148, -0.061], [-0.054, 0.078, -0.058], [-0.057, -0.067, 0.149], [0.037, 0.121, 0.137], [0.006, -0.046, 0.080], [-0.022, -0.082, 0.051], [-0.002, 0.148, -0.118], [0.014, -0.078, 0.074], [-0.007, -0.056, 0.015], [-0.033, -0.092, -0.180], [0.040, 0.316, -0.038], [-0.040, -0.009, -0.093], [-0.115, 0.049, -0.011], [0.129, -0.002, -0.018], [-0.041, 0.035, 0.068], [-0.002, 0.024, -0.012], [0.024, -0.020, -0.043], [0.027, -0.001, -0.033], [-0.015, 0.012, -0.003], [0.020, 0.028, 0.025], [0.004, -0.018, -0.032], [-0.024, -0.135, -0.040], [0.032, 0.053, -0.121], [-0.145, 0.023, -0.056], [-0.527, -0.681, 1.515], [-0.147, -0.083, 0.048], [0.045, 0.175, -0.058], [0.036, 0.028, 0.060], [-0.010, -0.004, -0.077], [-0.047, -0.037, 0.022], [0.043, 0.050, 0.021], [-0.005, 0.025, -0.041], [0.054, -0.027, 0.018], [-0.071, 0.005, 0.014], [0.006, -0.006, -0.067], [0.017, 0.049, 0.036], [0.016, -0.049, 0.035], [0.014, 0.039, -0.009], [-0.010, 0.053, 0.055], [-0.030, -0.070, -0.026]]
}

***

[2]
{
  "formula": "C15H18N3O7SeZr",
  "method": "the ωB97M-V functional and the def2-TZVPD basis",
  "lumo_ev": -3.62,
  "charge": 1,
  "de_lowest_kj_mol": 40.8,
  "gap_ev": 7.87,
  "elements": ["Zr", "O", "C", "O", "C", "C", "C", "C", "C", "O", "C", "C", "O", "O", "H", "H", "H", "H", "H", "H", "H", "H", "C", "O", "C", "O", "N", "N", "H", "H", "H", "H", "H", "H", "Se", "C", "C", "C", "N", "C", "C", "H", "H", "H", "H"],
  "xyz": [[-0.60972, 0.22846, -0.22189], [-3.65107, -1.68566, -2.21037], [-2.54932, -1.52057, -1.79524], [-2.04541, -0.29727, -1.49832], [-1.53593, -2.63333, -1.55820], [-0.13984, -2.22954, -2.09045], [0.72507, -3.45514, -2.31562], [0.93463, -3.95550, -0.86527], [0.29823, -2.84580, -0.03360], [0.47943, -1.64518, -0.88123], [-1.22705, -2.92608, -0.03888], [-1.82561, -1.88133, 0.91566], [-0.94408, -1.03627, 1.43098], [-3.02154, -1.78205, 1.07609], [-1.90950, -3.52895, -2.04754], [-0.13164, -1.47652, -2.87434], [1.66715, -3.16515, -2.77639], [0.23725, -4.18178, -2.96118], [1.98875, -4.07005, -0.62596], [0.44066, -4.90598, -0.67133], [0.74774, -2.65450, 0.93374], [-1.62461, -3.90020, 0.23936], [-1.48027, 3.44297, 4.06235], [-0.51898, 2.79461, 3.20583], [-0.89143, 2.19489, 2.11747], [-0.04173, 1.66312, 1.38521], [-2.19833, 2.14945, 1.77630], [-2.51861, 1.40791, 0.63087], [-0.89880, 3.87092, 4.87016], [-2.18127, 2.71333, 4.46823], [-1.99546, 4.23835, 3.52406], [-2.94153, 2.50823, 2.35363], [-2.93705, 2.00399, -0.08144], [-3.16933, 0.64914, 0.86005], [0.46568, 1.89768, -1.93178], [2.19327, 2.18427, -1.14956], [2.73071, 1.34645, -0.18164], [4.01162, 1.60618, 0.28460], [4.76159, 2.61100, -0.14926], [4.23870, 3.40813, -1.07603], [2.96732, 3.23990, -1.60713], [2.18627, 0.50964, 0.24816], [4.45390, 0.96905, 1.04267], [4.86484, 4.22387, -1.41768], [2.59527, 3.91533, -2.36510]],
  "forces_ev_per_angstrom": [[0.255, 0.793, -0.252], [0.080, 0.074, -0.020], [-0.203, -0.370, -0.062], [0.541, 0.253, 0.785], [-0.021, 0.077, -0.066], [-0.098, -0.141, -0.124], [0.035, 0.046, 0.054], [0.026, 0.074, -0.033], [0.001, -0.189, 0.084], [-0.238, 0.232, 0.097], [0.051, -0.097, 0.071], [-0.441, -0.395, -0.109], [0.059, 0.641, -0.575], [0.183, -0.005, 0.094], [-0.002, 0.023, -0.030], [-0.014, -0.035, -0.012], [0.004, -0.011, 0.006], [-0.030, 0.009, 0.003], [0.006, 0.012, -0.012], [0.000, -0.004, 0.012], [-0.017, -0.029, 0.001], [0.041, -0.009, 0.026], [-0.082, 0.045, 0.063], [0.096, 0.055, -0.055], [-0.128, -0.161, -0.033], [-0.104, -0.334, -0.115], [-0.033, 0.045, 0.031], [-0.066, -0.190, -0.101], [0.008, -0.006, -0.011], [0.020, -0.020, -0.012], [0.022, -0.004, -0.018], [0.025, 0.003, 0.017], [-0.017, -0.005, 0.040], [0.050, 0.000, 0.040], [-0.038, -0.388, 0.202], [-0.060, -0.034, -0.009], [0.060, 0.156, 0.071], [-0.050, -0.080, 0.047], [0.060, 0.060, -0.011], [-0.041, -0.034, 0.007], [0.001, 0.008, 0.002], [0.049, -0.071, -0.093], [-0.010, -0.004, 0.004], [0.007, 0.004, -0.001], [0.012, 0.008, -0.001]]
}

***

[3]
{
  "formula": "C2H6BCoF2N2O6S",
  "method": "the ωB97M-V functional and the def2-TZVPD basis",
  "lumo_ev": [2.45, 2.45],
  "charge": -1,
  "spin_multiplicity": 4,
  "gap_ev": [7.41, 7.94],
  "elements": ["Co", "C", "O", "C", "O", "N", "N", "H", "H", "H", "H", "H", "H", "O", "S", "O", "O", "O", "F", "B", "F"],
  "xyz": [[1.24271, 0.82633, -1.13383], [-1.38728, -1.49783, 3.00402], [-0.52561, -0.40687, 2.69723], [-0.03039, -0.26050, 1.44882], [0.78712, 0.59103, 1.22714], [-0.53987, -1.12648, 0.50314], [-0.19216, -0.81871, -0.82528], [-1.48543, -1.50628, 4.08474], [-0.96742, -2.44556, 2.66788], [-2.38038, -1.35398, 2.56994], [-1.48533, -1.44812, 0.64225], [-0.94546, -0.28492, -1.28506], [-0.00362, -1.66614, -1.34477], [-1.87738, 0.98826, -1.95662], [-0.77099, 1.89013, -2.37143], [-1.18299, 2.97055, -3.22896], [0.31565, 1.01719, -2.98502], [-0.06227, 2.37364, -1.10529], [4.15981, 1.81633, -0.84575], [3.32315, 0.75929, -0.92201], [4.00815, -0.41735, -0.84114]],
  "forces_ev_per_angstrom": [[0.031, 0.201, -0.135], [-0.001, 0.095, -0.059], [0.055, -0.173, 0.083], [-0.444, 0.133, -0.152], [0.227, -0.126, 0.017], [0.203, -0.014, 0.074], [0.346, -0.218, 0.179], [0.018, 0.010, 0.036], [0.026, -0.023, 0.000], [-0.001, 0.006, -0.016], [-0.022, 0.057, -0.028], [-0.474, 0.284, -0.233], [0.102, -0.044, 0.125], [-0.065, 0.205, -0.132], [0.318, -0.068, 0.266], [-0.067, -0.079, 0.054], [-0.172, -0.043, -0.058], [-0.374, -0.062, -0.141], [0.127, -0.123, 0.006], [-0.016, -0.153, 0.117], [0.181, 0.135, -0.003]]
}

***

Number 1: largest force on an atom 0.0437 Eh/bohr, calculated total energy -4184.9782 Ha. Number 2: largest force on an atom 0.0192 Eh/bohr, calculated total energy -3721.7755 Ha. Number 3: largest force on an atom 0.0117 Eh/bohr, calculated total energy -2646.5091 Ha.